Entry 1:
Below is a molecular structure, BaH16O8, with properties calculated with ωB97M-V/def2-TZVPD.

Atoms and positions in Å:
Ba  0.176  -0.151  0.406
O  -0.831  2.453  1.042
H  -0.917  2.873  0.176
H  -1.299  3.047  1.648
O  -2.574  -0.071  1.198
H  -3.258  0.593  1.039
H  -3.057  -0.850  1.512
O  2.365  -1.631  0.788
H  3.333  -1.689  0.785
H  2.065  -2.549  0.710
O  -0.438  -1.925  -1.605
H  -0.183  -1.912  -2.534
H  -1.404  -2.037  -1.618
O  2.355  1.618  0.431
H  2.870  1.798  1.233
H  2.143  2.494  0.076
O  -0.227  -1.991  2.356
H  -0.784  -1.717  3.102
H  0.468  -2.537  2.755
O  1.306  0.385  -2.186
H  1.179  -0.421  -2.686
H  1.747  0.984  -2.807
O  -1.674  0.815  -1.646
H  -1.929  1.747  -1.606
H  -1.431  0.672  -2.571

Values from the calculation:
Relative energy (zero: lowest compared OMol25 entry of this formula, charge and spin) (eV): 0.595
Charge: +2
LUMO (eV): -6.2

***

Entry 2:
Below is a molecular structure, BaH18O9 at a distorted geometry, with properties calculated with ωB97M-V/def2-TZVPD.

Atoms and positions in Å:
Ba  -16.322  1.044  -8.069
O  -18.901  0.180  -6.807
H  -19.496  -0.033  -7.458
H  -18.842  -0.552  -6.195
O  -18.170  2.873  -7.036
H  -18.052  3.727  -6.607
H  -19.117  2.984  -7.226
O  -13.700  0.717  -6.893
H  -13.626  0.387  -6.017
H  -12.875  1.146  -7.078
O  -16.416  3.493  -9.651
H  -17.094  4.135  -9.523
H  -16.327  3.402  -10.614
O  -18.887  1.389  -9.450
H  -19.571  2.044  -9.293
H  -18.551  1.274  -10.329
O  -15.081  3.501  -6.983
H  -15.275  4.354  -7.386
H  -14.868  3.786  -6.122
O  -17.237  -1.521  -8.899
H  -16.638  -2.254  -8.778
H  -17.685  -1.620  -9.754
O  -16.038  -1.190  -6.472
H  -16.702  -1.879  -6.523
H  -15.197  -1.622  -6.692
O  -14.159  1.356  -9.779
H  -13.809  2.237  -9.565
H  -13.415  0.764  -9.587

Values from the calculation:
Relative energy (zero: lowest compared OMol25 entry of this formula, charge and spin) (eV): 1.031
Charge: +2
LUMO (eV): -6.2

***

Entry 3:
Below is a molecular structure, BeFH16O8 at a distorted geometry, with properties calculated with ωB97M-V/def2-TZVPD.

Atoms and positions in Å:
Be  -1.006  1.350  0.178
F  -0.289  0.009  0.235
O  1.397  -0.249  2.474
H  1.137  -0.381  1.567
H  2.368  -0.560  2.586
O  -1.697  -2.767  -0.387
H  -0.786  -2.558  -0.330
H  -1.706  -3.688  -0.554
O  -0.434  2.426  1.442
H  0.384  2.301  1.857
H  -0.776  3.262  1.837
O  0.635  -0.783  -2.663
H  -0.236  -0.477  -2.334
H  1.306  -0.817  -2.002
O  -2.618  1.093  0.351
H  -3.443  1.399  -0.058
H  -2.866  0.305  0.884
O  0.749  -2.305  0.593
H  0.163  -1.572  0.493
H  1.553  -1.900  0.356
O  -0.800  2.130  -1.302
H  -0.566  3.083  -1.246
H  -0.726  1.908  -2.217
O  2.432  -0.700  -0.639
H  3.386  -0.775  -0.609
H  2.437  0.267  -0.511

Values from the calculation:
Relative energy (zero: lowest compared OMol25 entry of this formula, charge and spin) (eV): 1.001
Charge: +1
LUMO (eV): -4.2

***

Entry 4:
Below is a molecular structure, BeFH8O4 at a distorted geometry, with properties calculated with ωB97M-V/def2-TZVPD.

Atoms and positions in Å:
Be  0.077  -0.550  -0.188
F  -1.275  -1.266  -0.112
O  0.868  -0.183  1.133
H  1.641  0.446  1.302
H  0.356  -0.112  1.953
O  0.110  0.819  -1.146
H  0.080  1.711  -0.770
H  0.589  0.787  -1.972
O  1.118  -1.744  -1.115
H  0.791  -2.645  -1.064
H  1.960  -1.920  -1.478
O  -1.834  1.433  0.851
H  -1.767  1.355  1.799
H  -2.714  1.869  0.809

Values from the calculation:
Relative energy (zero: lowest compared OMol25 entry of this formula, charge and spin) (eV): 0.357
Charge: +1
LUMO (eV): -4.0

***

Entry 5:
Below is a molecular structure, BeH13O7 at a distorted geometry, with properties calculated with ωB97M-V/def2-TZVPD.

Atoms and positions in Å:
Be  0.381  -1.209  -0.294
O  0.001  0.255  -0.725
H  0.354  0.959  -1.298
O  -0.973  1.023  1.639
H  -0.866  0.837  0.744
H  -1.785  0.657  1.794
O  1.993  -1.291  0.411
H  2.328  -0.507  0.902
H  2.257  -1.978  1.037
O  1.905  3.327  0.679
H  1.253  3.250  0.020
H  2.222  2.483  0.688
O  0.131  -2.227  -1.624
H  0.061  -3.107  -1.277
H  -0.703  -2.091  -2.122
O  -0.524  -1.856  0.912
H  -0.390  -2.176  1.795
H  -1.439  -1.795  0.818
O  -2.417  1.685  -1.392
H  -1.663  1.184  -1.225
H  -2.125  2.580  -1.483

Values from the calculation:
Relative energy (zero: lowest compared OMol25 entry of this formula, charge and spin) (eV): 1.515
Charge: +1
LUMO (eV): -4.5

***

Entry 6:
Below is a molecular structure, BeH34O21S at a distorted geometry, with properties calculated with ωB97M-V/def2-TZVPD.

Atoms and positions in Å:
Be  1.816  -1.918  -0.516
S  -0.007  0.291  0.224
O  -0.533  0.219  1.557
O  0.989  -0.778  0.008
O  -1.039  0.319  -0.795
O  0.680  1.575  0.335
O  2.577  2.170  2.091
H  3.211  2.600  1.567
H  1.802  2.032  1.482
O  3.276  -1.335  -1.218
H  3.563  -0.394  -1.123
H  3.809  -1.584  -1.986
O  3.307  -0.608  1.527
H  3.173  0.341  1.432
H  2.468  -0.795  1.989
O  1.539  0.459  -2.760
H  2.248  0.994  -2.380
H  0.772  0.990  -2.878
O  -1.038  -1.770  -2.816
H  -1.197  -1.049  -2.185
H  -1.102  -1.423  -3.687
O  -3.188  -0.917  -0.523
H  -2.308  -0.573  -0.795
H  -3.808  -0.416  -1.114
O  -0.795  -3.239  0.031
H  -1.606  -3.328  -0.480
H  -1.091  -2.677  0.761
O  1.185  -1.097  2.959
H  0.530  -0.370  2.736
H  0.692  -1.897  3.141
O  1.824  2.976  -1.337
H  1.822  3.912  -1.213
H  1.372  2.564  -0.565
O  -2.041  -1.797  1.947
H  -1.526  -2.072  2.712
H  -1.692  -0.886  1.858
O  1.152  -2.775  -1.905
H  0.380  -2.354  -2.446
H  0.876  -3.677  -1.921
O  2.101  -3.183  0.575
H  2.893  -3.659  0.973
H  1.451  -3.447  1.201
O  -2.653  2.344  -0.641
H  -2.231  1.445  -0.500
H  -1.994  2.824  -1.118
O  -0.519  3.717  1.191
H  -0.100  2.947  0.777
H  0.230  4.148  1.641
O  -1.444  1.072  -3.057
H  -1.305  0.872  -2.087
H  -2.367  0.813  -3.277
O  -2.053  1.990  2.525
H  -1.497  1.215  2.266
H  -1.666  2.777  2.089
O  -4.017  0.844  1.427
H  -3.779  0.264  0.684
H  -3.152  1.282  1.625

Values from the calculation:
Relative energy (zero: lowest compared OMol25 entry of this formula, charge and spin) (eV): 0.834
Charge: 0
LUMO (eV): -1.0

***

Entry 7:
Below is a molecular structure, BeH8O4 at a distorted geometry, with properties calculated with ωB97M-V/def2-TZVPD.

Atoms and positions in Å:
Be  0.027  0.008  -0.055
O  -0.081  -1.668  -0.273
H  0.600  -2.272  -0.687
H  -0.974  -2.148  -0.213
O  -1.214  0.747  -0.748
H  -1.064  1.227  -1.562
H  -2.157  0.554  -0.619
O  -0.078  0.271  1.638
H  -0.886  0.532  2.042
H  0.562  0.324  2.348
O  1.529  0.512  -0.448
H  1.909  0.484  -1.345
H  1.829  1.423  -0.083

Values from the calculation:
Relative energy (zero: lowest compared OMol25 entry of this formula, charge and spin) (eV): 0.232
Charge: +2
LUMO (eV): -8.2

***

Entry 8:
Below is a molecular structure, BeH8O4 at a distorted geometry, with properties calculated with ωB97M-V/def2-TZVPD.

Atoms and positions in Å:
Be  0.088  0.032  -0.081
O  -1.351  0.828  -0.127
H  -1.497  1.738  0.283
H  -2.009  0.258  0.348
O  0.674  0.260  1.389
H  1.283  0.832  1.796
H  0.403  -0.216  2.145
O  0.849  0.525  -1.440
H  1.794  0.484  -1.526
H  0.647  1.309  -1.916
O  -0.165  -1.651  -0.184
H  0.123  -2.169  -0.933
H  -0.844  -2.226  0.251

Values from the calculation:
Relative energy (zero: lowest compared OMol25 entry of this formula, charge and spin) (eV): 0.509
Charge: +2
LUMO (eV): -8.2

***

Entry 9:
Below is a molecular structure, Br2Cl2MnO8 at a distorted geometry, with properties calculated with ωB97M-V/def2-TZVPD.

Atoms and positions in Å:
Mn  -1.088  -0.260  1.281
Br  -2.145  -0.252  3.486
Br  -2.972  0.632  -0.432
Cl  1.307  2.481  1.373
O  2.702  2.540  1.750
O  0.534  3.212  2.287
O  1.109  3.001  0.045
O  0.858  1.086  1.352
Cl  -0.056  -2.467  -2.247
O  0.940  -1.706  -2.963
O  -1.121  -2.724  -3.136
O  0.411  -3.773  -1.747
O  -0.479  -1.769  -1.050

Values from the calculation:
Expectation value of S²: 8.75
Spin multiplicity: 6
Relative energy (zero: lowest compared OMol25 entry of this formula, charge and spin) (eV): 0.668
Charge: -2
LUMO (alpha / beta) (eV): 4.9 / 4.9

***

Entry 10:
Below is 2 unconnected molecules or ions with the total composition Br2FH2PSi at a distorted geometry, with properties calculated with ωB97M-V/def2-TZVPD.

Atoms and positions in Å:
F  -0.878  0.486  -1.425
Si  -0.719  0.511  0.151
P  1.788  -1.101  0.356
Br  -2.392  -0.660  1.105
Br  -0.969  2.647  0.739
H  2.107  -0.019  -0.495
H  1.063  -1.865  -0.432

Values from the calculation:
Relative energy (zero: lowest compared OMol25 entry of this formula, charge and spin) (eV): 1.716
Charge: 0
LUMO (eV): -1.5

***

Entry 11:
Below is a molecular structure, Br2H2N2O2S at a distorted geometry, with properties calculated with ωB97M-V/def2-TZVPD.

Atoms and positions in Å:
N  0.058  0.334  -0.310
N  -2.672  -0.155  0.572
O  -1.860  0.899  -1.798
O  -1.549  2.293  0.103
S  -1.389  1.071  -0.520
Br  -2.578  -1.842  -0.137
Br  -4.147  0.778  0.230
H  0.623  0.351  0.492
H  0.510  -0.158  -1.017

Values from the calculation:
Relative energy (zero: lowest compared OMol25 entry of this formula, charge and spin) (eV): 1.357
Charge: 0
LUMO (eV): -0.2

***

Repeat the first record exactly.
Below is a molecular structure, BaH16O8, with properties calculated with ωB97M-V/def2-TZVPD.

Atoms and positions in Å:
Ba  0.176  -0.151  0.406
O  -0.831  2.453  1.042
H  -0.917  2.873  0.176
H  -1.299  3.047  1.648
O  -2.574  -0.071  1.198
H  -3.258  0.593  1.039
H  -3.057  -0.850  1.512
O  2.365  -1.631  0.788
H  3.333  -1.689  0.785
H  2.065  -2.549  0.710
O  -0.438  -1.925  -1.605
H  -0.183  -1.912  -2.534
H  -1.404  -2.037  -1.618
O  2.355  1.618  0.431
H  2.870  1.798  1.233
H  2.143  2.494  0.076
O  -0.227  -1.991  2.356
H  -0.784  -1.717  3.102
H  0.468  -2.537  2.755
O  1.306  0.385  -2.186
H  1.179  -0.421  -2.686
H  1.747  0.984  -2.807
O  -1.674  0.815  -1.646
H  -1.929  1.747  -1.606
H  -1.431  0.672  -2.571

Values from the calculation:
Relative energy (zero: lowest compared OMol25 entry of this formula, charge and spin) (eV): 0.595
Charge: +2
LUMO (eV): -6.2

***

- Which value of charge does entry 11 give?
  0

***

- Look up the charge of the fourth one.
  +1

***

- The lowest charge belongs to which entry?
  Br2Cl2MnO8